13
Properties=species:S:1:pos:R:3 method="wB97M-V/def2-TZVPD" total_charge=0 gap_ev="8.810 / 8.809" de_lowest_ev=3.5335
C -2.56872 -0.36417 0.72989
C 0.83026 -0.67509 -1.12743
C 1.44948 0.63781 0.64731
N -0.61859 0.90517 -0.27897
N 0.52008 0.33533 -0.15706
O -3.22049 -0.08146 -0.17670
O -2.01684 -0.66069 1.71954
H 0.03918 -0.55812 -1.91059
H 0.64308 -1.69454 -0.71676
H 1.86698 -0.78810 -1.46369
H 1.35709 1.31055 1.56613
H 2.42534 0.04860 0.65299
H -0.70687 1.58470 0.51535

16
Properties=species:S:1:pos:R:3 method="wB97M-V/def2-TZVPD" total_charge=0 smiles=NCO.NCO gap_ev=10.155 de_lowest_ev=1.4085
N -2.57196 -0.17060 -1.11846
C -1.42021 0.68082 -0.82262
O -0.19366 0.09261 -1.27936
H -2.54852 -1.03751 -0.60684
H -3.47638 0.22587 -0.94026
H -1.67586 1.74863 -1.07786
H -1.37427 0.80146 0.32696
H 0.53705 0.72264 -1.15106
N 1.08450 -1.31944 0.77896
C 1.60666 -0.17210 1.31763
O 2.20390 0.83500 0.38486
H 0.14544 -1.05327 0.42043
H 1.64455 -1.70894 0.02859
H 0.84941 0.34032 1.90769
H 2.40976 -0.36971 2.01485
H 2.77959 0.38421 -0.18350

9
Properties=species:S:1:pos:R:3 method="wB97M-V/def2-TZVPD" total_charge=0 gap_ev="9.569 / 5.482" de_lowest_ev=3.5378
C -0.66955 0.15820 -0.76513
C -0.37137 0.28735 0.74685
C 0.17913 -0.77837 -0.06044
F 0.16958 -2.08393 0.06060
Br 3.39412 0.54028 0.01258
H -1.63835 -0.17718 -1.11685
H -0.20599 0.89753 -1.40444
H 0.26849 1.10736 1.03855
H -1.12605 0.04876 1.48828

8
Properties=species:S:1:pos:R:3 method="wB97M-V/def2-TZVPD" total_charge=0 smiles="C1=NCSS1" gap_ev=7.090 de_lowest_ev=1.6369
C 0.36757 -0.85195 0.94820
C 0.19965 0.61059 -0.86617
N 0.86704 -0.27517 -0.07831
S -1.22097 -0.68122 1.64646
S -1.70865 0.63250 -0.50960
H 0.94573 -1.56756 1.59346
H 0.38186 1.68905 -0.87742
H 0.16777 0.44376 -1.85660

16
Properties=species:S:1:pos:R:3 method="wB97M-V/def2-TZVPD" total_charge=0 smiles="CC(C)=C=NCO" gap_ev=9.006 de_lowest_ev=2.7193
C -1.35443 0.81467 1.58187
O -1.21223 1.19711 0.22586
C 0.67658 -0.65402 -0.22554
C -0.02553 -1.46067 -1.27461
C 1.80440 0.25828 -0.59951
C 0.20585 -0.62856 0.98820
N -0.45934 -0.30285 1.97712
H -2.38387 0.46885 1.75632
H -1.09584 1.66575 2.22865
H -1.84964 1.91673 0.15122
H -0.29904 -0.81225 -2.11583
H -0.94340 -1.92122 -0.89561
H 0.63674 -2.24182 -1.64939
H 2.67607 -0.32659 -0.89484
H 2.08396 0.92723 0.22066
H 1.50662 0.88155 -1.45151

67
Properties=species:S:1:pos:R:3 method="wB97M-V/def2-TZVPD" total_charge=-1 gap_ev=4.239 de_lowest_ev=1.6823
Na -1.05690 -1.04529 1.08795
Cl -2.89009 6.33981 1.15013
C -2.23850 4.74265 0.88796
C -1.40348 4.49698 -0.18460
C -0.88556 3.22997 -0.37588
C -1.18548 2.16487 0.49105
O -0.67431 0.94384 0.30331
C -2.05317 2.42812 1.57581
C -2.50937 1.45949 2.60262
N -2.33403 0.20946 2.57933
C -2.79791 -0.63725 3.65842
C -3.28049 -0.17132 4.85282
C -3.59177 -1.05292 5.90568
C -3.37291 -2.39655 5.75542
C -2.87782 -2.91015 4.54178
C -2.57449 -4.29354 4.35142
C -2.06724 -4.70872 3.16998
C -1.93785 -3.76696 2.10368
N -2.26313 -2.50887 2.22857
C -2.64022 -2.04495 3.45731
C -2.55268 3.71724 1.75277
H -1.15433 5.29526 -0.87130
H -0.23585 3.07059 -1.22514
H -3.06845 1.94549 3.40856
H -3.39239 0.89103 5.02608
H -3.96490 -0.65599 6.84068
H -3.56189 -3.07950 6.57621
H -2.72116 -4.98128 5.17704
H -1.75633 -5.73017 3.00069
H -1.64606 -4.09884 1.11236
H -3.20763 3.91373 2.59313
S 3.23806 -7.38671 -1.33320
C 2.31796 -6.09259 -0.79239
S 1.09995 -5.32928 -1.70931
C 0.58853 -4.09778 -0.57743
C 1.24551 -4.12179 0.61599
S 1.04127 -3.09442 2.02746
S 2.45918 -5.37632 0.75002
S -0.68126 -3.02858 -1.16467
C 5.00595 2.03324 -2.94102
C 4.05535 1.41107 -1.92890
C 3.06932 2.41394 -1.34330
C 2.09640 1.77911 -0.35023
Ge 0.68921 0.57763 -0.98238
C -0.32195 0.76239 -2.63520
C 0.29748 1.41048 -3.87498
C 1.23697 0.47530 -4.62651
C 1.88948 1.13685 -5.83131
H 5.72271 1.30596 -3.32479
H 5.57232 2.85238 -2.48978
H 4.46201 2.44407 -3.79424
H 4.62498 0.96082 -1.11059
H 3.51387 0.58151 -2.39157
H 2.53134 2.92446 -2.15050
H 3.64623 3.19375 -0.83391
H 1.58005 2.54014 0.23699
H 2.65042 1.16341 0.36369
H 0.95344 -0.88904 -0.63631
H -1.23217 1.28224 -2.32877
H -0.61539 -0.26838 -2.86072
H 0.82063 2.34087 -3.62375
H -0.50447 1.70232 -4.56153
H 0.67199 -0.40564 -4.94312
H 2.00414 0.09083 -3.94984
H 1.13301 1.50439 -6.52990
H 2.53432 0.44466 -6.37460
H 2.49956 1.99245 -5.53319

13
Properties=species:S:1:pos:R:3 method="wB97M-V/def2-TZVPD" total_charge=0 smiles="Cc1n[nH]cnc1=S" gap_ev=8.137 de_lowest_ev=2.2300
C -0.65668 -1.30349 -1.44448
C 0.08604 0.42144 0.39004
C 1.05519 -0.50550 -0.21666
C 0.56368 1.35455 1.39349
N 0.61506 -1.32195 -1.26006
N -1.16814 0.26325 0.16611
N -1.56825 -0.57163 -0.75826
S 2.63377 -0.48953 0.10837
H -1.06385 -1.78228 -2.42564
H 0.46014 0.82445 2.42250
H 0.04731 2.39014 1.48310
H 1.64907 1.42220 1.12617
H -2.65333 -0.70165 -0.98468

15
Properties=species:S:1:pos:R:3 method="wB97M-V/def2-TZVPD" total_charge=0 smiles=CC[C@@H](C)O gap_ev=11.262 de_lowest_ev=0.1938
C 1.98065 0.14899 0.07014
C 0.68861 -0.65762 -0.05530
C -0.52067 0.26278 -0.21950
C -1.86877 -0.43338 -0.05604
O -0.38963 1.28121 0.76661
H 1.92010 0.82036 0.92990
H 2.13727 0.77179 -0.81912
H 2.85379 -0.49876 0.19221
H 0.74000 -1.33526 -0.91808
H 0.54722 -1.28884 0.83217
H -0.46565 0.71161 -1.22661
H -2.09270 -1.11825 -0.88117
H -1.89593 -0.99305 0.88531
H -2.66670 0.31820 -0.01845
H -0.96760 2.01022 0.51795

6
Properties=species:S:1:pos:R:3 method="wB97M-V/def2-TZVPD" total_charge=0 smiles="O=C(Cl)P(Cl)Cl" gap_ev=9.604 de_lowest_ev=0.1789
C -0.86863 -0.05903 -0.08648
O -1.84268 0.65723 -0.13399
P 0.77608 0.38939 -0.79174
Cl 1.78882 -1.13111 -0.05687
Cl 1.15482 1.83477 0.51341
Cl -1.00840 -1.69124 0.55568

78
Properties=species:S:1:pos:R:3 method="wB97M-V/def2-TZVPD" total_charge=+4 gap_ev="5.394 / 3.406" spin_multiplicity=4
Re -0.09758 -0.03448 -0.55319
P 1.56499 0.96463 0.59654
P -1.74661 1.52867 -0.18429
P 0.60736 1.32756 -2.39205
H -0.41141 -2.97415 -0.08681
C 0.31527 -2.37408 -0.66142
C 1.43318 -1.75793 -0.01755
H 1.58160 -1.94139 1.04968
C 2.10616 0.41681 2.26492
C 1.37872 2.74140 1.02406
C 3.22383 0.96312 -0.21922
C -3.36537 0.94378 -0.82205
C -2.20317 1.90217 1.57022
C -1.79981 3.27400 -0.78408
C 1.97010 0.64064 -3.42937
C 1.24348 3.08397 -2.33520
C -0.69645 1.66097 -3.66595
H 0.46987 -2.77889 -1.67540
H 2.36226 -1.65887 -0.58615
H 2.04086 -0.66439 2.39301
H 1.49284 0.88409 3.04167
H 3.15113 0.71977 2.41007
H 0.46573 2.88902 1.60737
H 1.33758 3.38038 0.14058
H 2.25046 3.01949 1.62986
H 3.41470 0.01889 -0.73717
H 3.98754 1.07501 0.56050
H 3.34941 1.77252 -0.94575
H -4.10404 1.75149 -0.74104
H -3.71058 0.08207 -0.24173
H -3.28602 0.64558 -1.87247
H -2.80085 2.82090 1.63422
H -1.31070 2.05420 2.18539
H -2.79029 1.07677 1.99166
H -2.63178 3.78593 -0.27947
H -1.96421 3.33031 -1.86599
H -0.88138 3.80937 -0.52424
H 1.72732 0.82448 -4.48828
H 2.09742 -0.44056 -3.27896
H 2.91823 1.15232 -3.19245
H 1.39632 3.41004 -3.37364
H 2.19975 3.18687 -1.81543
H 0.51429 3.76581 -1.89031
H -0.42181 1.14692 -4.60102
H -0.73421 2.75245 -3.85753
H -1.70402 1.31777 -3.36989
C -0.95264 -2.88405 -4.65253
C -2.00830 -2.66692 -5.55951
C -2.02900 -3.31246 -6.80156
C -1.00465 -4.19860 -7.14715
C -0.03793 -4.54545 -6.19409
C -0.00532 -3.89994 -4.94538
S -0.73896 -1.63275 -3.40192
H -1.45727 -1.95719 -2.25155
H -2.75829 -1.92085 -5.29626
H -2.82832 -3.10982 -7.51515
H -0.96038 -4.61444 -8.15634
H 0.69791 -5.31267 -6.45618
H 0.76872 -4.14296 -4.21383
C 0.81643 -2.57328 3.97073
N -0.02898 -1.43998 4.31531
C -0.80091 -0.71745 3.45116
Se -1.11154 -1.16028 1.59781
N -1.35285 0.27948 4.20372
C -0.80573 0.29140 5.49355
C -0.92951 1.19959 6.54058
C -0.13179 0.96760 7.67193
C 0.74281 -0.14124 7.73121
C 0.83244 -1.06031 6.67313
C 0.01882 -0.81066 5.57115
H 1.85171 -2.25581 3.79126
H 0.41874 -3.05077 3.07207
H 0.80957 -3.27532 4.80858
H -1.99246 0.98077 3.84433
H -1.63653 2.02527 6.44535
H -0.17506 1.65913 8.51819
H 1.36114 -0.28198 8.61734
H 1.48795 -1.93351 6.66240

74
Properties=species:S:1:pos:R:3 method="wB97M-V/def2-TZVPD" total_charge=-1 gap_ev=7.246 de_lowest_ev=0.0053
Tl 0.41681 0.08520 0.23312
Cl -5.52861 2.68376 -3.53315
C -3.92622 2.20033 -3.02302
C -3.18682 1.31756 -3.81528
C -1.94125 0.91887 -3.40803
C -1.35117 1.36089 -2.18787
O -0.17895 0.94397 -1.86378
C -2.12866 2.27098 -1.40739
C -1.68537 2.84898 -0.15909
N -0.62916 2.53685 0.48919
C -0.31562 3.25171 1.64505
C -0.35610 4.62386 1.70446
C -0.03115 5.31320 2.89059
C 0.33380 4.62968 4.01342
C 0.41549 3.21665 3.98276
C 0.80693 2.45140 5.10547
C 0.90975 1.09937 4.99499
C 0.62949 0.49219 3.75138
N 0.23763 1.16792 2.70018
C 0.11812 2.51946 2.79350
C -3.40054 2.67200 -1.85121
H -3.60894 0.94033 -4.73833
H -1.37190 0.22103 -4.00896
H -2.35455 3.61726 0.25170
H -0.62195 5.17745 0.81284
H -0.07448 6.39508 2.90092
H 0.57698 5.14988 4.93226
H 1.03793 2.95924 6.03518
H 1.22801 0.48307 5.82450
H 0.75275 -0.57498 3.61043
H -3.97710 3.35865 -1.24195
C 1.12628 -1.51094 -3.42923
C 1.37785 -2.31304 -2.20622
N 1.24134 -1.90239 -0.96332
C 1.60244 -2.94024 -0.14696
C 1.97166 -4.00961 -0.91632
N 1.81712 -3.58932 -2.21291
C 2.46348 -5.38382 -0.65983
O 2.61069 -5.73268 0.59157
O 2.70998 -6.11068 -1.60365
C 1.56553 -2.79367 1.34259
O 1.96224 -3.76590 2.02779
O 1.16246 -1.69501 1.78616
H 0.40445 -2.00658 -4.08062
H 0.72845 -0.54250 -3.12956
H 2.05358 -1.36488 -3.98707
H 2.02723 -4.17620 -3.00456
H 2.35003 -4.95221 1.22370
S -1.91653 -0.60662 0.82046
C -2.54341 -1.19443 -0.69031
N -1.93983 -1.93752 -1.55821
C -2.77549 -2.23054 -2.61995
C -2.42639 -3.01468 -3.71971
C -3.35051 -3.21463 -4.72718
C -4.62729 -2.64859 -4.65261
C -4.99770 -1.88335 -3.56115
C -4.06636 -1.68180 -2.54892
S -4.20163 -0.76055 -1.09227
H -1.44083 -3.46114 -3.75740
H -3.08619 -3.82053 -5.58475
H -5.33484 -2.81279 -5.45535
H -5.98477 -1.44278 -3.50229
Se 2.67097 1.32391 0.00115
C 3.47135 0.96675 1.70967
C 3.99851 -0.28255 2.02360
C 4.60075 -0.50113 3.25422
C 4.70486 0.53118 4.17692
C 4.19240 1.78240 3.86411
C 3.57224 1.99771 2.64103
H 3.92805 -1.08853 1.30718
H 4.98831 -1.48508 3.48746
H 5.17920 0.35975 5.13560
H 4.26109 2.59440 4.57873
H 3.15411 2.96893 2.40449

94
Properties=species:S:1:pos:R:3 method="wB97M-V/def2-TZVPD" total_charge=+1 gap_ev=7.352
C 0.55504 4.74141 -5.40194
N 0.14000 3.34385 -5.28267
C 1.24013 2.39099 -5.36169
C 1.77996 1.93046 -3.96355
C 0.94609 0.82744 -3.26452
O -0.13551 1.23599 -2.43806
C -0.27095 2.62984 -2.24290
C 1.04808 3.42328 -2.07194
N 2.11956 3.09141 -3.06886
H 0.96451 5.11005 -4.43699
H -0.35244 5.34959 -5.56335
H 1.27009 4.93461 -6.22245
H -0.61403 3.11254 -5.90834
H 0.91780 1.50604 -5.92993
H 2.09731 2.84742 -5.90824
H 2.75782 1.46587 -4.19983
H 1.64894 0.25047 -2.62147
H 0.59239 0.13314 -4.04256
H -0.82042 2.76092 -1.29123
H -0.93823 3.04845 -3.01694
H 0.80387 4.49156 -2.20793
H 1.42765 3.29969 -1.04882
H 2.93136 2.77974 -2.53204
H 2.45722 3.89770 -3.59569
C -2.28801 -2.31815 -3.82769
S -1.15765 -2.56241 -5.20746
O -0.15346 -1.45121 -5.16004
C -2.34194 -2.16255 -6.50225
H -1.73690 -2.48297 -2.90293
H -2.67769 -1.29951 -3.84229
H -3.10360 -3.03778 -3.89655
H -2.72914 -1.15416 -6.35069
H -3.15398 -2.88894 -6.48206
H -1.82897 -2.21776 -7.46092
C 2.39725 1.27152 3.81010
S 3.54856 1.02571 2.45498
O 4.53415 2.14779 2.49140
C 2.35895 1.40105 1.15320
H 2.93293 1.12899 4.74704
H 1.99220 2.28531 3.77502
H 1.59107 0.53883 3.74254
H 1.95599 2.40576 1.29864
H 1.55367 0.66557 1.17351
H 2.87703 1.34785 0.19451
C 0.52129 -5.96097 -6.30775
S -0.99708 -5.87657 -7.27464
O -2.12684 -5.69301 -6.31471
C -0.99367 -7.60593 -7.77992
H 0.69384 -4.98359 -5.86022
H 0.41885 -6.70842 -5.52041
H 1.35633 -6.21225 -6.96232
H -0.99932 -8.24830 -6.89915
H -0.10981 -7.80378 -8.38681
H -1.88897 -7.78881 -8.37118
C -1.42817 -3.04857 3.85909
S 0.02191 -2.45618 2.97677
O 0.53547 -1.25720 3.71118
C -0.86871 -1.85360 1.52827
H -1.10549 -3.43629 4.82301
H -2.12882 -2.22760 4.01366
H -1.89976 -3.84443 3.29273
H -1.60556 -1.10814 1.82999
H -1.36001 -2.69096 1.03249
H -0.14818 -1.40084 0.84780
C -5.56037 -5.82947 5.43742
S -4.42821 -6.10908 4.06494
O -3.42656 -4.99884 4.08477
C -5.61346 -5.73554 2.75956
H -5.00990 -5.97098 6.36592
H -5.94938 -4.81167 5.39698
H -6.37712 -6.54970 5.38764
H -5.99992 -4.72406 2.88836
H -6.42847 -6.45864 2.79331
H -5.10010 -5.81160 1.80265
C -0.27820 6.35377 4.76939
S -0.60987 4.75904 4.00166
O -1.97324 4.82757 3.39631
C -0.74523 3.83292 5.54033
H -0.19339 7.10004 3.98087
H -1.09805 6.62123 5.43641
H 0.66053 6.30144 5.32290
H -1.53516 4.25949 6.15908
H 0.21116 3.86729 6.06716
H -0.98995 2.80038 5.29499
C 5.02539 3.02861 5.69110
S 3.76455 3.15988 6.97132
O 2.81711 4.23831 6.55536
C 4.84479 3.85241 8.23672
H 4.55255 2.64809 4.78794
H 5.45588 4.00985 5.48976
H 5.80219 2.33413 6.01331
H 5.28595 4.78227 7.87722
H 5.62620 3.13178 8.47863
H 4.24630 4.05113 9.12402